ORCA calculation (ωB97M-V/def2-TZVPD) on a molecular structure, C45H55BFN10O3PrS3 at a distorted geometry.

CARTESIAN COORDINATES (ANGSTROEM)
Pr1 2.5011 0.1781 1.1574
C1 1.3462 2.3920 -4.2637
C2 0.4637 2.2788 -3.0777
C3 -0.4084 3.2471 -2.6610
C4 -1.3525 3.0466 -1.6114
N1 -1.5371 1.8838 -1.0520
N2 -0.5528 0.9151 -1.3540
B1 -0.7606 -0.3975 -0.6508
N3 -1.9094 -0.5095 0.3796
N4 -3.0850 -0.8727 -0.2474
C5 -4.2231 -0.7427 0.3828
C6 -4.2255 -0.5263 1.7954
C7 -3.0727 -0.4033 2.4999
C8 -3.0683 -0.2560 3.9950
C9 -1.8096 -0.3191 1.7131
S1 -0.3924 0.0467 2.6364
C10 -5.5298 -1.0367 -0.3500
C11 -6.6625 -1.3605 0.6615
C12 -5.8765 0.2097 -1.1895
C13 -5.2368 -2.2199 -1.2672
N5 -0.5277 -1.7078 -1.4247
N6 -1.1782 -1.7095 -2.6107
C14 -0.9304 -2.6456 -3.5017
C15 -0.0082 -3.6813 -3.2389
C16 0.5882 -3.7200 -1.9941
C17 1.4135 -4.9352 -1.6385
C18 0.3350 -2.6906 -1.0388
S2 1.0460 -2.6877 0.5317
C19 -1.5905 -2.3983 -4.8232
C20 -1.6807 -3.6697 -5.6780
C21 -0.7443 -1.3981 -5.6037
C22 -2.9934 -1.8226 -4.5348
C23 0.5192 1.1297 -2.2134
S3 1.9792 0.2240 -2.1648
C24 -2.1333 4.2453 -1.0653
C25 -3.2395 4.7349 -2.0803
C26 -1.1461 5.3942 -0.9070
C27 -2.7993 3.8629 0.2581
H1 2.4102 2.4272 -4.0129
H2 1.1253 3.3152 -4.8141
H3 1.2445 1.5089 -4.9249
H4 -0.4292 4.2158 -3.1394
H5 -5.1687 -0.4943 2.3935
H6 -4.1218 -0.2040 4.3642
H7 -2.5018 0.6330 4.2430
H8 -2.5597 -1.1081 4.4596
H9 -6.8998 -0.4595 1.2461
H10 -6.3710 -2.1219 1.4259
H11 -7.5851 -1.7581 0.1864
H12 -5.9855 1.1091 -0.5629
H13 -6.7933 0.0392 -1.7344
H14 -5.1015 0.4940 -1.9179
H15 -4.9607 -3.1199 -0.7294
H16 -4.4007 -1.9982 -1.8982
H17 -6.0802 -2.4796 -1.9052
H18 0.4345 -4.3179 -4.0054
H19 2.4903 -4.7489 -1.7766
H20 1.1568 -5.7591 -2.3140
H21 1.3246 -5.2286 -0.5985
H22 -0.6879 -4.0229 -5.9872
H23 -2.2578 -3.4419 -6.5525
H24 -2.1585 -4.5014 -5.1186
H25 0.2766 -1.8048 -5.8125
H26 -0.6522 -0.4709 -5.0764
H27 -1.2841 -1.1902 -6.5433
H28 -3.4761 -2.5166 -3.8571
H29 -3.5856 -1.7704 -5.4290
H30 -2.8920 -0.8535 -4.0259
H31 -2.7823 5.2366 -2.9882
H32 -3.9067 5.4779 -1.6394
H33 -3.8240 3.8802 -2.4309
H34 -0.5634 5.5724 -1.8232
H35 -0.3588 5.1948 -0.1218
H36 -1.6011 6.2925 -0.5951
H37 -3.5935 3.1250 0.0229
H38 -3.2258 4.7487 0.7143
H39 -2.1208 3.3773 0.9617
C28 6.1653 2.9198 -0.3503
O1 5.8207 4.1340 0.3492
C29 4.9655 4.1109 1.3792
C30 4.8363 5.3269 2.0733
C31 3.8543 5.5455 3.0326
C32 3.0627 4.5041 3.4039
C33 3.3476 3.1648 3.0044
C34 2.7165 2.1553 3.7859
N7 2.8357 0.8453 3.6297
N8 2.3609 0.0131 4.5945
C35 2.6056 -1.2854 4.1930
O2 3.0619 -1.5092 3.0106
C36 2.1669 -2.3148 5.1224
C37 1.8784 -3.6350 4.6772
C38 1.4817 -4.6026 5.6037
C39 1.3534 -4.3301 6.9603
C40 1.5803 -3.0097 7.3807
C41 1.9423 -2.0177 6.4740
C42 4.1742 2.9410 1.8385
O3 4.2803 1.7905 1.2626
H40 6.9080 3.2330 -1.1351
H41 5.2920 2.4530 -0.8749
H42 6.5892 2.1329 0.3014
H43 5.4385 6.1684 1.7389
H44 3.6413 6.5320 3.3996
H45 2.3011 4.6531 4.1680
H46 2.0123 2.5102 4.5100
H47 1.9132 -3.8459 3.5754
H48 1.3178 -5.6010 5.1887
H49 1.0414 -5.0911 7.6391
H50 1.4968 -2.7241 8.4099
H51 2.0890 -1.0240 6.8711
F1 1.5179 2.1610 0.6437
N9 6.4888 -2.2870 0.5061
C43 5.6339 -3.2476 0.0069
C44 4.3859 -2.6696 -0.0101
N10 4.5265 -1.3505 0.3245
C45 5.7945 -1.1416 0.6433
H52 7.4762 -2.4209 0.7555
H53 5.9773 -4.2411 -0.2861
H54 3.4515 -3.1072 -0.2841
H55 6.1654 -0.1943 1.0317

Atomic forces in eV per Å
Pr 0.7 1.6 1.4
C 0.5 0.2 -0.6
C -1.2 0.4 0.8
C 0.5 -0.5 -0.8
C -0.2 -0.4 0.6
N 1.5 -0.1 -0.3
N -0.1 -0.5 0.4
B -1.7 -0.1 -0.4
N 0.1 -0.2 0.1
N -0.1 1.0 -0.4
C 0.9 -0.7 0.7
C -0.5 0.4 1.3
C 0.4 0.1 -1.1
C -0.6 -0.3 -0.3
C 0.4 0.5 2.1
S -0.8 -0.4 -1.7
C 0.4 -0.2 -0.1
C 0.0 -0.3 0.4
C 0.3 0.5 0.2
C -0.5 -0.3 -0.2
N 0.7 -0.2 -0.6
N 0.6 0.0 0.2
C 0.3 0.8 0.7
C 1.2 0.7 1.0
C -0.6 -1.2 -0.5
C 0.7 0.3 -0.5
C -0.2 0.2 1.0
S -0.7 0.7 -1.0
C -0.4 -0.2 -0.4
C 0.2 -0.6 1.1
C 0.2 -0.5 -0.8
C 0.8 -0.2 0.4
C 1.0 -0.7 0.6
S -1.6 0.2 0.3
C -0.7 0.3 -0.6
C 1.0 -0.1 -0.7
C 2.3 -1.0 0.7
C -0.4 -0.6 -0.5
H -0.2 0.0 0.3
H -0.1 -0.3 0.0
H -0.1 0.5 0.3
H 0.1 -0.1 -0.3
H 0.9 -0.1 -0.9
H 0.9 0.0 -0.2
H 0.0 0.2 0.3
H 0.0 0.2 -0.1
H -0.3 -0.2 -0.3
H 0.0 0.4 -0.7
H 0.6 0.5 0.0
H -0.2 -0.3 0.0
H -0.4 0.0 -0.1
H 0.0 -0.5 0.2
H 0.0 -0.1 0.4
H 0.4 0.3 -0.4
H -0.2 0.1 0.0
H -0.8 -0.1 0.1
H -0.2 0.1 0.0
H 0.0 0.1 0.3
H -0.3 0.0 0.1
H -0.2 0.1 0.0
H -0.3 -0.1 -0.5
H 0.1 0.4 -0.4
H -0.8 0.4 0.0
H 0.1 0.6 0.4
H 0.5 -0.1 0.1
H -0.3 0.0 0.2
H -0.2 0.3 -0.5
H -0.3 -0.3 -0.3
H -0.4 -0.6 0.9
H 0.1 -0.1 0.2
H -0.1 0.1 0.0
H -0.4 0.2 0.3
H -0.8 -0.1 -0.7
H -0.9 1.1 0.1
H 0.2 0.4 0.4
H -0.2 0.1 0.1
H 0.1 0.2 -0.1
C -0.1 0.0 -0.9
O 0.9 -1.1 -1.3
C -1.8 -0.2 2.4
C 0.3 -0.6 -1.2
C -0.4 -0.1 -0.4
C 0.3 -1.0 1.0
C 0.2 1.2 -1.5
C -0.5 -2.6 -0.6
N 0.3 2.3 -1.0
N 0.3 -2.2 -0.1
C -0.6 4.0 -1.2
O -0.6 -1.0 0.0
C -0.6 -1.6 0.4
C 0.2 1.0 -0.2
C 0.2 -0.3 -0.9
C 0.2 1.2 -0.6
C 0.0 -0.4 -0.7
C 0.3 -0.5 0.2
C 0.7 1.6 0.6
O -0.5 -1.1 -0.2
H -0.6 -0.3 0.9
H 0.6 0.6 0.5
H -0.1 0.6 -0.2
H 0.1 -0.2 -0.1
H 0.2 0.3 0.1
H 0.1 -0.1 -0.1
H -0.1 0.2 1.0
H 0.2 0.1 1.3
H -0.1 0.2 0.4
H -0.1 -0.4 0.4
H -0.2 -0.1 0.4
H 0.1 0.1 -0.3
F 0.2 -1.5 0.0
N 1.0 0.0 -0.3
C -0.4 -0.5 0.4
C 1.8 -0.1 -0.6
N -0.3 0.6 0.4
C -0.9 0.0 0.2
H -0.9 0.1 -0.4
H -0.2 0.5 0.4
H -0.2 0.0 -0.1
H 0.0 -0.4 -0.2

Values from the calculation:
net charge = 0
2S+1 = 3
E_HOMO (alpha / beta) = -5.8014 / -5.8052 eV
DFT total energy = -118572.16242 eV
<S²> = 2.002
lowest unoccupied orbital energy (alpha / beta) = -1.6 / -1.6 eV